C20H22Cl5Ru as an isolated structure at a distorted geometry. Source: the Open Molecules 2025 dataset; level of theory: ωB97M-V/def2-TZVPD.

XYZ file:
```
48
Properties=species:S:1:pos:R:3:lowdin_charge:R:1
Ru 0.26193 0.44515 0.60395 0.913
Cl 3.40333 -5.05075 -0.59985 0.678
Cl -1.91847 -2.16965 0.12655 0.645
Cl 0.38253 -4.86565 0.13525 0.749
Cl 4.11053 0.06975 0.98445 0.653
Cl 5.22573 -2.54515 -0.33495 0.730
C 3.57813 -2.45135 0.12645 -0.668
C 0.73763 -2.20275 0.65045 -0.404
C 2.73013 -3.55565 -0.04725 -0.719
C 3.02793 -1.25825 0.66975 -0.721
C -1.47437 2.88305 -0.00395 -0.285
C -1.41787 -0.83095 -2.40675 -0.100
C -0.32577 -1.55175 -0.28055 -0.715
C -0.14197 2.91015 0.44225 -0.078
C 0.23713 -2.68735 -2.51755 -0.058
C 1.54343 2.71075 2.34465 -0.068
C 1.01213 -0.36565 -2.04285 -0.060
C -1.88337 3.67045 -1.21275 -0.046
C -3.08677 0.68335 2.64405 -0.052
C 1.71573 -1.09865 0.97065 -0.147
C 0.23893 2.33595 1.68995 -0.429
C -0.74927 1.57895 2.38315 -0.111
C -2.05157 1.44985 1.87385 -0.290
C -2.42217 2.16775 0.72535 -0.008
C -0.12017 -1.38605 -1.79215 -0.632
C 1.38563 -3.47195 0.20425 -0.628
H 2.31183 2.89325 1.59445 0.069
H -2.69007 3.17445 -1.74655 0.078
H -1.04667 3.81755 -1.89095 0.079
H -3.80717 0.22325 1.97225 0.075
H 0.58443 3.52175 -0.08885 0.119
H 1.97543 -0.77195 -1.73705 0.072
H 0.26943 -2.50715 -3.59105 0.089
H 0.83323 0.59595 -1.49325 0.053
H 1.41073 3.62085 2.93155 0.083
H -2.24377 4.65285 -0.90375 0.088
H -1.76547 0.03495 -1.83825 0.067
H -2.19017 -1.59635 -2.39085 0.055
H 1.06473 -0.12725 -3.10425 0.089
H -1.25847 -0.53445 -3.44225 0.083
H -3.45007 2.14415 0.39385 0.124
H -2.62677 -0.09535 3.24835 0.080
H 1.89553 1.92175 3.00835 0.074
H 0.17633 -2.42965 1.57505 0.129
H -3.62427 1.36175 3.30835 0.087
H -0.52207 1.18995 3.37475 0.124
H -0.50637 -3.45445 -2.31545 0.072
H 1.21043 -3.04945 -2.20065 0.063
```

gap between HOMO and LUMO (spin up / spin down): 4.922 / 5.432 eV
multiplicity: 2
E_HOMO (spin up / spin down): -6.63 / -7.04 eV
relative energy (zero: lowest compared OMol25 entry of this formula, charge and spin): 436.4 kJ/mol



A 2-piece molecular cluster, C4H10F3NSi overall at a distorted geometry. Source: the Open Molecules 2025 dataset; level of theory: ωB97M-V/def2-TZVPD.

XYZ file:
```
19
Properties=species:S:1:pos:R:3:lowdin_charge:R:1
Si 0.18504 0.06529 -0.15912 0.380
F 4.38119 0.45422 1.07840 0.143
F 4.32498 2.29486 -0.00700 0.122
F 3.21620 2.02608 1.90334 0.089
N 1.04663 1.41135 -0.83693 -0.030
C 3.61026 1.45052 0.73678 -0.389
C 0.25070 0.17792 1.76753 -0.196
C -1.62617 0.76093 -0.49504 -0.190
C 0.20327 -1.74112 -0.76803 -0.194
H -2.03113 0.71468 -1.53644 0.033
H 0.95287 -0.63882 2.16489 0.038
H 1.29661 1.38427 -1.88102 0.031
H -0.70160 -0.16702 2.27323 0.046
H -2.16191 0.21573 0.25541 -0.007
H 0.76535 1.13343 1.97631 0.009
H -0.82802 -2.11392 -0.67631 0.032
H -1.52801 1.83338 -0.09956 0.044
H 0.48512 -1.86369 -1.81324 0.016
H 0.98878 -2.21612 -0.15190 0.022
```

gap between HOMO and LUMO (spin up / spin down): 8.583 / 8.840 eV
E_HOMO (spin up / spin down): -9.59 / -9.98 eV



An isolated molecule of C3H5N3OS at a distorted geometry. Source: the Open Molecules 2025 dataset; level of theory: ωB97M-V/def2-TZVPD.

XYZ file:
```
13
Properties=species:S:1:pos:R:3:lowdin_charge:R:1
S -2.91870 -1.17575 -0.05306 0.432
O -1.72247 2.02840 0.20415 0.022
N 2.26295 -0.87635 0.13974 0.132
N -0.95751 0.95162 -0.20853 -0.168
N -0.17695 -1.14429 0.07306 0.047
C 0.96401 -0.27582 -0.12819 -0.309
C -1.34807 -0.37211 -0.22023 -0.731
C 0.47673 0.99785 -0.16954 -0.003
H 2.37771 -1.30951 -0.79029 0.111
H 2.88249 -0.37181 0.53862 -0.012
H -0.09149 -2.07335 0.69121 0.213
H -2.57817 1.64299 0.55954 0.119
H 0.82947 1.97813 -0.63647 0.147
```

gap between HOMO and LUMO: 8.408 eV
E_HOMO: -7.89 eV
relative energy (zero: lowest compared OMol25 entry of this formula, charge and spin): 420.4 kJ/mol
structure (SMILES): Nc1cn(O)c(=S)[nH]1



C42H65MnN3O3 as an isolated structure. Source: the Open Molecules 2025 dataset; level of theory: ωB97M-V/def2-TZVPD.

XYZ file:
```
114
Properties=species:S:1:pos:R:3:lowdin_charge:R:1
Mn 0.34758 -0.31112 0.65851 0.932
O 0.62446 -1.22282 2.69659 -0.125
O 0.26912 -1.65720 -0.87182 -0.193
O -1.50580 -0.38032 1.50439 -0.197
N -0.37915 1.16189 -0.91640 -0.178
N 0.34436 2.21665 1.80463 -0.254
N 2.69445 -0.10167 0.70830 0.104
C 5.39884 0.35286 0.26175 -0.050
C 3.14499 -2.12832 2.00402 -0.136
C 3.05634 -2.18376 -3.14129 0.020
C 1.77051 -4.24238 -0.46913 -0.047
C -6.83519 2.07048 -1.03182 -0.050
C 0.36388 0.97843 -2.19850 -0.119
C -0.64180 2.85829 0.92723 -0.175
C -7.15087 2.76206 1.32976 -0.069
C -3.68476 0.39739 2.16454 -0.084
C 1.16866 -1.45334 -1.81556 -0.313
C 4.05953 0.06168 -5.77876 -0.050
C -0.21999 2.11443 3.14901 -0.083
C -4.95655 -1.24769 3.54056 -0.045
C 1.57041 3.00373 1.86777 -0.099
C 3.11859 0.92713 -0.03033 -0.131
C -2.63192 0.24499 1.23500 -0.302
C 4.44857 1.19936 -0.28250 -0.048
C 4.97341 -0.72398 1.01754 -0.005
C 1.35306 -0.16196 -2.36073 -0.150
C 3.33245 -0.88912 -3.57495 -0.178
C -0.39564 2.58922 -0.54864 -0.154
C 1.66466 -0.83019 3.59017 -0.235
C -2.54949 -1.05169 4.01855 -0.061
C 1.99227 -2.50322 -2.30548 -0.083
C 2.43280 0.09538 -3.19516 -0.024
C -3.77813 -0.25976 3.55525 -0.525
C -4.78617 1.17917 1.79334 0.006
C 2.79550 -1.83079 3.46617 -0.148
C 5.40574 -1.75406 -4.75710 -0.068
C 2.60745 -4.93723 -2.68307 -0.075
C -3.89984 1.60183 -0.34998 -0.004
C 0.23550 -4.27088 -2.44777 -0.040
C -4.03596 0.81159 4.62750 -0.048
C -1.76348 0.61993 -1.12573 -0.116
C -5.65699 4.08884 -0.14132 -0.052
C 1.66507 -3.96317 -1.97273 -0.531
C -2.78799 0.84317 -0.04678 -0.150
C 4.53606 -0.53541 -4.44749 -0.557
C 3.61348 -0.93708 1.21926 -0.243
C -4.92865 1.80466 0.56820 -0.175
C 5.40803 0.49711 -3.71878 -0.054
C -6.13166 2.66794 0.19462 -0.562
H -7.55178 1.78122 1.59296 0.086
H 2.56431 -4.82796 -3.76866 0.086
H 2.34528 1.55415 -0.45383 0.089
H 1.52613 -5.28922 -0.26771 0.086
H 5.79193 -2.21425 -3.84528 0.086
H -4.94833 4.08547 -0.97103 0.074
H 0.91706 1.89934 -2.39464 0.107
H -6.50364 4.71883 -0.42544 0.082
H -6.71567 3.20743 2.22683 0.085
H -5.16373 4.54349 0.72029 0.087
H 2.79121 -4.06408 -0.12026 0.079
H 3.70198 -2.98388 -3.47062 0.081
H 2.34433 2.45470 2.40672 0.083
H -3.96152 2.04483 -1.33946 0.112
H -4.78252 -2.03680 2.80683 0.094
H -1.14753 3.13471 -1.13682 0.136
H 0.51345 1.68431 3.83174 0.078
H -3.21955 1.53746 4.65139 0.081
H -2.15235 1.07454 -2.04621 0.119
H 3.66864 -1.44794 4.00235 0.121
H -5.89378 -0.75355 3.28355 0.077
H 1.28605 -0.79031 4.61374 0.129
H -0.26347 -0.99291 3.01463 0.048
H 1.94656 3.21802 0.86909 0.069
H 4.91336 0.32352 -6.40912 0.082
H 3.43901 -0.65461 -6.32006 0.090
H 0.57366 3.01260 -0.82191 0.101
H 2.50341 -2.76824 3.94350 0.120
H -1.70518 -0.38300 4.20590 0.066
H -7.69373 2.68436 -1.31570 0.082
H -0.37376 0.90753 -3.00739 0.130
H -1.10260 1.47895 3.12095 0.064
H 4.72203 2.04049 -0.90361 0.110
H -6.16454 2.01500 -1.89027 0.075
H -5.57948 1.29452 2.51915 0.087
H 6.25903 -1.44886 -5.36640 0.083
H -4.10537 0.34467 5.61337 0.085
H 4.85300 -2.51225 -5.31477 0.087
H 5.77301 0.08944 -2.77311 0.075
H 5.68313 -1.42233 1.44052 0.117
H -1.62967 -0.44796 -1.30775 0.125
H -1.62884 2.50707 1.21186 0.107
H 2.30982 -5.95907 -2.43944 0.083
H -0.48492 -3.62574 -1.94946 0.076
H 1.07991 -3.61248 0.08662 0.066
H -5.07645 -1.71114 4.52328 0.083
H -0.63934 3.95006 1.08029 0.133
H -2.26332 -1.81917 3.30284 0.089
H 6.45402 0.51888 0.08641 0.113
H 6.26985 0.77459 -4.33140 0.083
H 3.64509 -4.81051 -2.36472 0.084
H -4.96219 1.35921 4.45473 0.073
H 4.84482 1.40605 -3.49822 0.071
H -0.01456 -5.31267 -2.22947 0.082
H -7.18947 1.06032 -0.81884 0.090
H 0.15409 -4.12136 -3.52695 0.089
H 3.92558 -2.88978 1.97542 0.120
H 2.27270 -2.55130 1.51112 0.084
H -0.50286 3.10333 3.54092 0.099
H 2.56556 1.11166 -3.55925 0.114
H 2.01295 0.17045 3.31524 0.093
H -7.98738 3.39079 1.01829 0.084
H 1.40245 3.96434 2.37812 0.094
H 3.46809 0.96500 -5.62305 0.074
H -2.78970 -1.53106 4.97142 0.088
```

gap between HOMO and LUMO (spin up / spin down): 7.232 / 7.334 eV
multiplicity: 6
E_HOMO (spin up / spin down): -6.85 / -6.98 eV



C5H9NO2 as an isolated structure at a distorted geometry. Source: the Open Molecules 2025 dataset; level of theory: ωB97M-V/def2-TZVPD.

XYZ file:
```
17
Properties=species:S:1:pos:R:3:lowdin_charge:R:1
O 1.65461 -0.38816 -0.96012 -0.037
O 0.94958 1.89577 -0.93920 -0.037
N -1.27514 -1.27184 -1.46407 0.051
C 0.72458 0.83176 -1.46434 -0.393
C -1.71853 -0.14518 1.83964 -0.046
C -1.02384 -0.12539 -1.06699 -0.180
C -0.54208 0.22512 1.32480 -0.126
C 2.25026 -0.23602 0.15855 0.062
H 2.31383 0.77136 0.57325 0.108
H -0.27378 1.27030 1.25962 0.069
H -2.50567 0.57410 2.02224 0.056
H -1.98192 -1.18601 1.96605 0.056
H -0.49388 -1.93000 -1.48966 0.048
H 2.74054 -1.10504 0.58799 0.111
H -1.78727 0.65000 -1.01330 0.084
H 0.68586 0.66292 -2.54733 0.127
H 0.28285 -0.49369 1.21287 0.047
```

gap between HOMO and LUMO (spin up / spin down): 6.378 / 6.373 eV
E_HOMO (spin up / spin down): -7.44 / -7.43 eV
relative energy (zero: lowest compared OMol25 entry of this formula, charge and spin): 631.6 kJ/mol



A 7-piece molecular cluster, C5H24N2O7 overall at a distorted geometry. Source: the Open Molecules 2025 dataset; level of theory: ωB97M-V/def2-TZVPD.

XYZ file:
```
38
Properties=species:S:1:pos:R:3:lowdin_charge:R:1
O 2.48812 0.87172 3.31358 -0.116
O -2.82026 -2.83917 0.90511 -0.068
O -3.14798 -0.47994 -0.88546 -0.096
O 3.07677 2.75545 -0.06903 -0.185
O -3.53281 0.34600 1.51740 -0.123
O 2.74332 -2.53566 0.24368 -0.159
O 0.44180 -0.50443 1.17419 -0.096
N -0.44795 -1.04952 -1.26836 -0.103
N -0.13640 2.58383 0.10160 -0.012
C 1.04257 0.17630 0.34368 -0.304
C 0.49364 1.17184 -1.82424 -0.172
C -0.51469 2.17466 -1.23765 -0.257
C -0.32395 -2.08040 -2.28752 -0.117
C 0.78134 -0.19885 -1.11891 -0.289
H 3.59879 2.58389 0.73728 0.020
H -2.87762 1.00425 1.80137 0.025
H 0.10753 -3.03055 -1.90385 0.087
H 0.09459 0.95568 -2.81422 0.099
H -3.56456 -2.38892 1.33478 0.045
H 2.25722 0.12935 2.74469 -0.012
H 0.09338 -1.59103 -3.14517 0.070
H -1.46866 1.64473 -1.11680 0.098
H -0.75775 3.22304 0.57613 0.064
H 1.56112 -0.64688 -1.77200 0.126
H -1.25359 -2.44474 -2.68405 0.058
H 3.64734 2.27237 -0.69004 0.000
H 0.82635 2.87466 0.22415 0.032
H -0.47551 -1.45775 -0.33281 0.072
H 1.44581 1.59096 -2.05234 0.077
H 3.45012 -2.33953 0.87395 -0.001
H -3.20100 -1.32072 -0.40835 0.006
H -2.08123 -2.33693 1.28274 0.042
H 1.80074 1.09305 3.95274 0.015
H 2.03577 -2.99045 0.74170 0.021
H -3.02495 0.00808 0.71405 -0.011
H -0.56858 2.96337 -1.99050 0.096
H -2.20921 -0.34085 -1.13795 0.012
H 1.46116 1.14462 0.60799 0.054
```

gap between HOMO and LUMO (spin up / spin down): 2.773 / 8.820 eV
multiplicity: 2
net charge: -1
E_HOMO (spin up / spin down): 0.33 / -5.80 eV
relative energy (zero: lowest compared OMol25 entry of this formula, charge and spin): 174.7 kJ/mol



An isolated ion of composition C6H9N2 and charge +1 at a distorted geometry. Source: the Open Molecules 2025 dataset; level of theory: ωB97M-V/def2-TZVPD.

XYZ file:
```
17
Properties=species:S:1:pos:R:3:lowdin_charge:R:1
N 1.93237 -0.15791 -0.07673 0.020
N -0.15297 -1.47796 0.17764 0.072
C -0.34207 -0.20830 0.11946 -0.194
C 3.22085 0.34705 -0.09038 -0.069
C -2.93976 -0.37362 -0.22393 -0.074
C 0.89859 0.55166 0.15460 -0.056
C 0.59322 -2.35503 -0.06814 0.280
C -1.66988 0.39230 0.12155 -0.156
H -2.97757 -0.83468 -1.11676 0.036
H -1.58037 0.76811 1.25448 0.213
H 1.04845 1.69110 0.32654 0.188
H 3.42951 1.36674 -0.03984 0.078
H 3.70776 -0.31390 0.69551 0.156
H -1.79191 1.39982 -0.50256 0.191
H -3.85193 0.20305 -0.33778 0.089
H 3.57227 0.17368 -1.03852 0.084
H -3.09657 -1.17210 0.64485 0.141
```

gap between HOMO and LUMO: 8.103 eV
net charge: +1
E_HOMO: -15.22 eV
relative energy (zero: lowest compared OMol25 entry of this formula, charge and spin): 624.5 kJ/mol



A 2-piece molecular cluster, C4H12 overall at a distorted geometry. Source: the Open Molecules 2025 dataset; level of theory: ωB97M-V/def2-TZVPD.

XYZ file:
```
16
Properties=species:S:1:pos:R:3:lowdin_charge:R:1
C -0.62051 -2.27734 1.21385 -0.160
C 0.13241 -1.01158 1.58470 -0.173
C -0.00674 2.16609 -0.90892 -0.162
C 0.47571 1.07504 -1.86655 -0.163
H 0.00802 -3.15509 1.34544 0.060
H -0.04177 -0.63970 2.59761 0.064
H -0.93696 -2.22981 0.17238 0.058
H 1.22154 -1.07520 1.49550 0.067
H -0.26494 1.76223 0.05751 0.036
H 0.71212 2.97698 -0.76914 0.061
H -0.08957 1.00508 -2.79584 0.060
H 1.53517 1.14929 -2.10223 0.061
H -0.09971 -0.15411 0.95257 0.023
H -0.81284 2.73343 -1.38445 0.063
H 0.29737 0.09206 -1.41854 0.045
H -1.50932 -2.41738 1.82610 0.061
```

gap between HOMO and LUMO: 12.878 eV
E_HOMO: -11.71 eV
relative energy (zero: lowest compared OMol25 entry of this formula, charge and spin): 30.8 kJ/mol
structure (SMILES): CC.CC